1.
C37H37AuCl3N4O4PS2 as an isolated structure. Source: the OMol25 dataset; level of theory: ωB97M-V with the def2-TZVPD basis set.

## Properties
Charge: +2
Kohn-Sham gap (spin up / spin down) in eV: 7.657 / 5.037
Energy above the lowest of the compared OMol25 structures with the same formula, charge and spin in kcal/mol: 0.0
E_HOMO (spin up / spin down) in eV: -12.4 / -12.4
Spin multiplicity: 3
<S²>: 2.014
LUMO (spin up / spin down) in eV: -4.78 / -7.40

```
89
C37H37AuCl3N4O4PS2 (ωB97M-V with the def2-TZVPD basis set)
Au 0.749 -0.305 -0.331
N 2.396 -1.859 -0.813
C 3.692 -1.335 -1.287
C 4.368 -0.448 -0.251
C 3.692 0.901 -0.052
N 2.389 0.793 0.631
H 2.518 -2.413 0.030
H 1.969 -2.450 -1.521
H 3.516 -0.772 -2.205
H 4.359 -2.166 -1.528
H 5.389 -0.268 -0.584
H 4.425 -0.972 0.709
H 3.534 1.397 -1.011
H 4.350 1.538 0.542
H 2.010 1.732 0.801
H 2.495 0.377 1.555
O -0.242 1.025 2.477
S -0.468 2.099 1.548
O 0.574 3.086 1.445
O -0.709 1.466 0.138
C -2.048 2.837 1.807
C -2.227 3.862 2.715
C -3.513 4.332 2.937
C -4.588 3.768 2.263
C -4.392 2.762 1.328
C -3.105 2.291 1.083
P -2.759 1.088 -0.222
C -4.140 -0.074 -0.232
C -4.585 -0.640 -1.431
C -5.523 -1.658 -1.394
C -5.991 -2.137 -0.176
C -5.518 -1.603 1.017
C -4.576 -0.590 0.995
C -2.747 1.982 -1.796
C -1.607 2.018 -2.597
C -1.617 2.731 -3.784
C -2.759 3.418 -4.171
C -3.899 3.375 -3.381
C -3.901 2.653 -2.199
H -1.372 4.280 3.231
H -3.677 5.132 3.646
H -5.591 4.120 2.467
H -5.231 2.346 0.786
H -4.231 -0.252 -2.379
H -5.905 -2.072 -2.319
H -6.721 -2.936 -0.160
H -5.889 -1.971 1.965
H -4.191 -0.173 1.918
H -0.711 1.507 -2.276
H -0.729 2.757 -4.402
H -2.758 3.993 -5.087
H -4.788 3.911 -3.684
H -4.795 2.620 -1.589
Cl -5.623 -10.410 -1.789
C -4.803 -8.909 -1.630
C -5.247 -7.967 -0.712
C -4.546 -6.787 -0.553
C -3.409 -6.513 -1.304
C -2.590 -5.275 -1.015
C -3.285 -4.027 -1.562
N -2.332 -2.937 -1.745
C -1.980 -2.375 -2.947
C -1.001 -1.468 -2.683
N -0.757 -1.480 -1.329
C -1.577 -2.376 -0.795
O -2.375 -5.023 0.377
C -1.103 -5.420 0.914
C -0.699 -6.858 0.757
C -1.320 -7.910 1.379
Cl -2.600 -7.817 2.496
S -0.605 -9.424 0.978
C 0.545 -8.655 -0.025
C 0.385 -7.305 -0.045
C -3.015 -7.451 -2.259
Cl -1.649 -7.160 -3.289
C -3.694 -8.646 -2.421
H -6.125 -8.178 -0.118
H -4.855 -6.070 0.197
H -1.625 -5.370 -1.522
H -4.059 -3.712 -0.862
H -3.737 -4.250 -2.526
H -2.442 -2.654 -3.878
H -0.467 -0.827 -3.361
H -1.645 -2.630 0.250
H -1.163 -5.176 1.975
H -0.329 -4.789 0.454
H 1.286 -9.239 -0.546
H 1.024 -6.645 -0.615
H -3.357 -9.372 -3.147
```



2.
C37H37BN5O6STa as an isolated structure. Source: the OMol25 dataset; level of theory: ωB97M-V with the def2-TZVPD basis set.

## Properties
Charge: +2
Kohn-Sham gap (spin up / spin down) in eV: 3.563 / 3.446
Energy above the lowest of the compared OMol25 structures with the same formula, charge and spin in kcal/mol: 187.7
E_HOMO (spin up / spin down) in eV: -12.2 / -12.1
Spin multiplicity: 1
LUMO (spin up / spin down) in eV: -8.60 / -8.64

```
88
C37H37BN5O6STa (ωB97M-V with the def2-TZVPD basis set)
Ta -2.360 1.048 0.014
C -4.245 -3.704 -2.089
C -5.071 -3.225 -1.076
C -4.582 -2.317 -0.152
C -3.267 -1.885 -0.252
C -2.436 -2.365 -1.247
C -2.928 -3.281 -2.168
N -2.809 -0.827 0.650
C -2.985 -1.094 2.033
C -3.100 -2.364 2.584
C -3.258 -2.479 3.953
C -3.319 -1.356 4.798
C -3.214 -0.099 4.266
C -3.042 0.007 2.880
N -2.969 1.204 2.180
N -3.192 2.279 2.771
C -3.115 3.378 1.901
C -3.467 4.614 2.376
C -3.438 5.690 1.498
C -3.049 5.481 0.187
C -2.689 4.211 -0.220
N -2.719 3.153 0.625
H -4.630 -4.412 -2.811
H -6.099 -3.554 -1.009
H -5.227 -1.936 0.632
H -1.398 -2.039 -1.291
H -2.278 -3.657 -2.947
H -3.049 -3.238 1.950
H -3.334 -3.467 4.388
H -3.442 -1.489 5.863
H -3.254 0.791 4.877
H -3.767 4.709 3.411
H -3.714 6.680 1.839
H -3.009 6.293 -0.525
H -2.344 4.020 -1.222
C 1.671 -2.530 2.198
C 1.490 -2.280 0.724
C 1.178 -3.316 -0.148
C 0.990 -3.082 -1.507
C 1.114 -1.790 -1.987
C 1.463 -0.737 -1.140
C 1.652 -0.990 0.203
S 0.833 -1.499 -3.696
O 0.053 -2.588 -4.208
O 2.061 -1.079 -4.297
N -0.134 -0.148 -3.675
C -1.449 -0.205 -4.333
C -2.083 1.127 -3.982
C -2.308 1.196 -2.535
O -1.832 2.123 -1.782
O -2.985 0.317 -1.881
H 1.381 -3.543 2.471
H 1.075 -1.830 2.788
H 2.713 -2.392 2.490
H 1.086 -4.327 0.232
H 0.754 -3.892 -2.184
H 1.602 0.264 -1.534
H 1.960 -0.183 0.864
H 0.446 0.588 -4.069
H -2.026 -1.039 -3.941
H -1.404 -0.312 -5.416
H -3.049 1.249 -4.486
H -1.443 1.961 -4.269
C 6.562 1.963 1.016
C 5.763 1.076 0.051
C 6.352 -0.342 0.044
C 5.882 1.661 -1.356
C 4.308 0.989 0.514
C 4.030 0.566 1.829
C 2.744 0.411 2.326
C 1.726 0.692 1.443
O 0.352 0.564 1.632
B -0.179 0.937 0.418
O 0.771 1.311 -0.508
C 1.976 1.118 0.163
C 3.248 1.280 -0.341
H 7.588 2.062 0.657
H 6.607 1.542 2.021
H 6.131 2.964 1.084
H 7.373 -0.319 -0.342
H 5.765 -1.009 -0.591
H 6.385 -0.767 1.050
H 6.936 1.727 -1.628
H 5.463 2.669 -1.417
H 5.394 1.032 -2.105
H 4.857 0.341 2.489
H 2.555 0.076 3.337
H 3.401 1.624 -1.355
```



3.
A 2-piece molecular cluster, C37H37BO3S overall. Source: the OMol25 dataset; level of theory: ωB97M-V with the def2-TZVPD basis set.

## Properties
Charge: 0
Kohn-Sham gap in eV: 6.234
Energy above the lowest of the compared OMol25 structures with the same formula, charge and spin in kcal/mol: 59.2
E_HOMO in eV: -6.9
Spin multiplicity: 1
LUMO in eV: -0.65

```
79
C37H37BO3S (ωB97M-V with the def2-TZVPD basis set)
C -1.743 3.268 1.370
C -0.508 2.649 0.747
C 0.659 3.411 1.329
O -0.273 1.262 1.087
B 0.155 0.595 -0.085
C 1.470 -0.329 -0.122
C 1.754 -1.699 -0.782
C 1.480 -2.871 -0.098
C 1.851 -4.140 -0.547
C 2.529 -4.258 -1.760
C 2.857 -3.099 -2.474
C 2.522 -1.847 -1.957
C 2.345 0.754 -0.786
C 2.422 1.197 -2.104
C 3.267 2.273 -2.413
C 4.000 2.925 -1.413
C 3.947 2.471 -0.101
C 3.141 1.371 0.194
C 2.889 0.745 1.486
C 3.455 1.085 2.707
C 3.114 0.318 3.829
C 2.260 -0.776 3.679
C 1.706 -1.119 2.435
C 1.958 -0.317 1.331
O -0.155 1.322 -1.242
C -0.607 2.635 -0.863
C -2.009 2.779 -1.431
C 0.273 3.689 -1.479
H -1.769 4.327 1.048
H -2.692 2.807 1.087
H -1.656 3.248 2.463
H 0.650 4.477 1.075
H 0.618 3.349 2.424
H 1.635 3.010 1.053
H 0.883 -2.830 0.807
H 1.578 -5.028 0.031
H 2.835 -5.242 -2.130
H 3.408 -3.176 -3.414
H 2.878 -0.976 -2.502
H 1.845 0.692 -2.892
H 3.369 2.578 -3.455
H 4.633 3.775 -1.670
H 4.528 2.919 0.704
H 4.148 1.925 2.754
H 3.537 0.561 4.798
H 2.030 -1.418 4.528
H 1.061 -1.996 2.380
H -2.341 3.824 -1.371
H -2.022 2.452 -2.476
H -2.718 2.139 -0.898
H -0.056 4.698 -1.195
H 1.318 3.589 -1.177
H 0.228 3.632 -2.568
C -1.365 -5.739 1.569
O -1.391 -5.049 0.309
C -1.542 -3.703 0.261
C -1.436 -3.101 -1.032
C -1.134 -1.785 -1.118
C -1.386 -0.939 0.030
C -2.673 -0.340 -0.185
C -3.637 -0.036 0.780
C -4.858 0.367 0.168
C -4.801 0.406 -1.205
C -5.862 0.821 -2.143
S -3.297 -0.238 -1.800
C -1.237 -1.567 1.321
C -1.511 -2.904 1.439
H -1.100 -6.756 1.301
H -0.616 -5.326 2.255
H -2.359 -5.703 2.028
H -1.466 -3.739 -1.919
H -0.783 -1.335 -2.053
H -3.406 -0.064 1.840
H -5.743 0.687 0.722
H -6.777 1.058 -1.580
H -5.591 1.695 -2.749
H -6.033 -0.031 -2.809
H -1.088 -0.942 2.198
H -1.595 -3.366 2.431
```



4.
C37H37BaN13OS3 as an isolated structure. Source: the OMol25 dataset; level of theory: ωB97M-V with the def2-TZVPD basis set.

## Properties
Charge: -2
Kohn-Sham gap in eV: 4.998
Energy above the lowest of the compared OMol25 structures with the same formula, charge and spin in kcal/mol: 27.9
E_HOMO in eV: -1.6
Spin multiplicity: 1
LUMO in eV: 3.38

```
92
C37H37BaN13OS3 (ωB97M-V with the def2-TZVPD basis set)
Ba 0.297 0.142 1.437
C -0.609 3.898 1.899
N -1.397 2.771 2.397
C -2.654 2.688 1.673
C -3.316 1.311 1.781
N -2.997 0.471 0.620
C -3.355 -0.926 0.858
C -3.608 0.994 -0.581
C -4.978 0.847 -0.778
C -5.622 1.338 -1.903
C -4.870 1.999 -2.868
C -3.509 2.154 -2.692
C -2.831 1.673 -1.551
S -1.129 1.956 -1.412
C -1.473 2.748 3.821
C -2.673 2.989 4.486
C -2.756 3.013 5.871
C -1.614 2.787 6.623
C -0.419 2.510 5.980
C -0.308 2.468 4.584
S 1.238 2.062 3.882
H -1.168 4.844 2.003
H -0.375 3.738 0.844
H 0.321 3.971 2.458
H -2.412 2.872 0.628
H -3.358 3.481 1.976
H -4.408 1.435 1.881
H -2.961 0.801 2.680
H -4.426 -1.077 1.064
H -2.802 -1.299 1.721
H -3.086 -1.520 -0.017
H -5.567 0.335 -0.025
H -6.692 1.212 -2.022
H -5.352 2.397 -3.755
H -2.916 2.668 -3.439
H -3.580 3.156 3.919
H -3.709 3.203 6.352
H -1.657 2.815 7.707
H 0.469 2.285 6.556
N -2.005 -3.508 5.327
C -1.547 -3.029 4.085
S -1.446 -1.299 3.977
N -1.273 -3.938 3.223
N -0.902 -3.688 1.946
C 0.317 -3.432 1.663
C 1.478 -3.313 2.568
C 1.753 -4.277 3.528
C 2.888 -4.200 4.323
C 3.761 -3.131 4.145
C 3.496 -2.155 3.204
C 2.335 -2.192 2.401
O 2.028 -1.231 1.578
H -1.831 -2.845 6.063
H -1.668 -4.440 5.529
H 0.519 -3.323 0.596
H 1.060 -5.100 3.652
H 3.088 -4.959 5.070
H 4.652 -3.054 4.760
H 4.173 -1.316 3.081
N 1.450 -2.544 -6.102
C 2.068 -2.561 -7.326
C 1.956 -3.391 -8.431
C 2.757 -3.095 -9.523
C 3.636 -2.007 -9.504
C 3.745 -1.180 -8.399
C 2.947 -1.458 -7.291
N 2.849 -0.812 -6.084
C 1.953 -1.474 -5.394
C 1.518 -1.152 -4.045
C 0.604 -1.937 -3.343
C 0.257 -1.576 -2.054
N 0.731 -0.500 -1.439
C 1.585 0.266 -2.118
C 2.013 -0.019 -3.399
H 0.748 -3.182 -5.776
H 1.275 -4.233 -8.445
H 2.699 -3.717 -10.407
H 4.245 -1.810 -10.377
H 4.426 -0.339 -8.385
H 0.162 -2.824 -3.779
H -0.454 -2.172 -1.490
H 1.906 1.167 -1.615
H 2.710 0.623 -3.918
N 4.365 4.541 -0.632
N 3.832 3.491 0.085
N 4.535 2.769 0.926
C 3.625 1.883 1.315
N 2.448 2.079 0.707
N 2.592 3.109 -0.079
H 4.819 5.178 0.007
H 3.590 4.989 -1.104
H 3.797 1.107 2.042
```



5.
C37H37CoN5O5S2 as an isolated structure. Source: the OMol25 dataset; level of theory: ωB97M-V with the def2-TZVPD basis set.

## Properties
Charge: -2
Kohn-Sham gap (spin up / spin down) in eV: 1.829 / 1.832
Energy above the lowest of the compared OMol25 structures with the same formula, charge and spin in kcal/mol: 53.1
E_HOMO (spin up / spin down) in eV: 0.6 / 0.6
Spin multiplicity: 2
<S²>: 0.757
LUMO (spin up / spin down) in eV: 2.42 / 2.42

```
87
C37H37CoN5O5S2 (ωB97M-V with the def2-TZVPD basis set)
Co 0.517 -0.769 -0.937
O 2.084 0.174 -1.157
C 3.275 -0.269 -1.368
C 4.344 0.653 -1.477
C 5.639 0.241 -1.679
C 5.943 -1.116 -1.799
C 4.928 -2.041 -1.718
C 3.598 -1.658 -1.497
C 2.588 -2.644 -1.348
N 1.359 -2.387 -0.997
N 0.537 -3.443 -0.808
C -0.665 -3.043 -0.457
O -0.954 -1.800 -0.329
C -1.673 -4.063 -0.145
C -2.797 -3.714 0.604
C -3.747 -4.662 0.925
C -3.590 -5.973 0.500
C -2.481 -6.326 -0.255
C -1.524 -5.382 -0.572
H 4.110 1.706 -1.391
H 6.439 0.971 -1.731
H 6.968 -1.436 -1.936
H 5.148 -3.096 -1.813
H 2.853 -3.690 -1.484
H -2.907 -2.692 0.935
H -4.613 -4.387 1.517
H -4.331 -6.719 0.761
H -2.366 -7.349 -0.591
H -0.657 -5.638 -1.157
O -1.290 -2.948 -3.545
C -0.360 -2.154 -3.678
O -0.155 -1.114 -2.968
C 0.639 -2.350 -4.788
C 0.718 -3.562 -5.452
C 1.706 -3.796 -6.390
C 2.611 -2.783 -6.687
C 2.505 -1.553 -6.075
C 1.519 -1.308 -5.114
S 1.383 0.237 -4.390
H -0.010 -4.324 -5.208
H 1.782 -4.757 -6.886
H 3.411 -2.954 -7.401
H 3.196 -0.757 -6.309
C -3.771 1.324 5.199
C -2.724 0.953 4.155
C -1.828 2.146 3.790
N -0.699 1.760 2.966
C 0.306 0.965 3.454
S 1.007 -0.201 2.473
N 0.761 1.105 4.719
C 0.549 2.023 5.786
O 0.438 1.519 6.923
C 0.628 3.432 5.542
C 1.036 4.020 4.321
C 1.218 5.378 4.223
C 1.006 6.220 5.316
C 0.599 5.659 6.528
C 0.410 4.306 6.639
H -4.409 0.469 5.417
H -4.396 2.146 4.849
H -3.279 1.631 6.121
H -3.205 0.567 3.251
H -2.087 0.162 4.559
H -1.452 2.605 4.709
H -2.399 2.899 3.237
H -0.952 1.478 2.026
H 1.266 0.285 5.034
H 1.236 3.393 3.468
H 1.551 5.808 3.285
H 1.167 7.289 5.232
H 0.441 6.303 7.389
H 0.107 3.864 7.578
C -0.801 2.989 -3.584
C -1.794 2.264 -2.668
C -2.649 3.257 -1.872
C -2.665 1.298 -3.482
C -1.028 1.449 -1.749
N -0.417 0.766 -1.052
H -1.332 3.538 -4.359
H -0.139 2.262 -4.051
H -0.188 3.683 -3.014
H -3.213 3.893 -2.552
H -2.019 3.883 -1.245
H -3.342 2.725 -1.226
H -3.158 1.828 -4.297
H -3.415 0.830 -2.849
H -2.042 0.507 -3.892
```



| no. | F_max (eV Å⁻¹) | total energy (a.u.) |
| --- | --- | --- |
| 1 | 0.9 | -4605.589377 |
| 2 | 10.4 | -2636.760231 |
| 3 | 2.3 | -2080.859965 |
| 4 | 3.5 | -3439.393142 |
| 5 | 3.7 | -4261.324226 |